Formula: C55H121N7O8
Source: the Open Molecules 2025 dataset
Level of theory: ωB97M-V/def2-TZVPD

XYZ file:
```
191
Properties=species:S:1:pos:R:3:forces:R:3:lowdin_charge:R:1
C -4.78656 1.42999 -3.90936 -1.92 1.97 0.59 -0.01
C -3.60834 2.43379 -3.92123 0.83 -1.73 1.99 -0.46
C -2.94466 2.44506 -2.51952 0.56 0.44 0.83 -0.11
C -2.11108 1.24159 -2.04253 -1.31 3.63 -2.80 -0.20
C -1.02374 1.04135 -3.11785 -0.56 1.46 -1.39 -0.13
C -1.71545 0.76600 -4.50214 0.50 0.84 0.97 -0.42
N -2.54690 1.96237 -4.82033 1.38 1.33 1.40 -0.13
O -2.91376 2.05589 -6.13669 -1.00 -0.81 -1.51 -0.01
C -0.55811 0.72443 -5.47223 -0.20 -1.01 -1.55 -0.04
C -2.41316 -0.61458 -4.42021 -0.29 1.18 -1.86 -0.03
C -4.08674 3.88071 -4.17491 0.65 -0.05 -0.13 -0.02
H -5.54380 1.95019 -4.49594 -0.09 -0.94 -1.29 0.07
H -5.37006 1.59556 -3.00370 0.45 -0.29 0.89 0.08
H -4.72769 0.34915 -4.03739 0.46 0.49 -0.48 0.08
H -2.23825 3.26795 -2.41013 0.31 0.36 -0.84 0.11
H -3.60496 2.75822 -1.71080 -0.92 -0.44 -0.19 0.12
H -2.65744 0.31500 -1.86645 -0.87 1.83 -0.15 0.10
H -1.69850 1.61715 -1.10613 0.16 0.66 -2.56 0.07
H -0.41186 0.18242 -2.84227 1.07 1.23 -1.77 0.09
H -0.36260 1.90660 -3.16627 -0.28 0.29 -0.38 0.12
H -0.06659 1.68163 -5.64627 -0.12 -0.04 0.13 0.09
H 0.17487 -0.05653 -5.26992 0.23 0.23 0.95 0.08
H -0.91340 0.29827 -6.41044 -0.26 0.64 -0.52 0.08
H -3.08993 -0.83748 -5.24508 -0.03 0.42 -0.26 0.10
H -1.58235 -1.31361 -4.51614 -0.37 -0.41 0.44 0.09
H -2.95679 -0.67198 -3.47720 -0.61 0.14 -1.54 0.06
H -4.09134 4.05981 -5.25009 -0.52 0.24 0.11 0.08
H -3.46084 4.63221 -3.69367 0.86 -0.26 -0.32 0.08
H -5.00469 4.16745 -3.66183 -0.61 -0.80 -0.50 0.09
H -2.53301 2.86245 -6.49179 0.31 0.06 0.15 0.10
C 4.62824 6.79747 -1.07448 -0.64 -0.03 -0.01 -0.05
C 3.55716 5.80610 -1.70568 1.06 2.09 -0.22 -0.42
C 4.29924 5.07249 -2.90464 -1.55 -0.95 0.53 -0.11
C 3.47462 3.82309 -3.35015 0.94 1.66 -0.07 -0.19
C 3.16604 2.91524 -2.22516 0.37 -0.56 0.02 -0.15
C 2.44215 3.60923 -1.03907 1.71 -1.12 -0.58 -0.37
N 3.20749 4.82552 -0.64145 1.14 -1.92 -3.41 -0.13
O 2.75025 5.33918 0.51974 -1.34 1.31 1.38 0.01
C 0.96517 3.78523 -1.38767 -1.17 1.05 0.13 -0.03
C 2.68722 2.52968 0.07500 1.48 4.20 -2.64 -0.15
C 2.34797 6.67242 -2.22612 -0.54 -1.16 1.24 -0.03
H 4.30147 7.50617 -0.31352 -0.87 -0.43 0.33 0.07
H 4.99861 7.52852 -1.79316 0.34 -0.57 -0.57 0.08
H 5.42809 6.23600 -0.59170 0.21 -0.09 -0.39 0.08
H 4.37012 5.61203 -3.84908 -0.03 0.98 0.48 0.11
H 5.31880 4.79792 -2.63406 -0.05 -0.12 0.30 0.11
H 4.05319 3.39203 -4.16718 -0.30 -0.46 -0.04 0.11
H 2.52800 4.20148 -3.73594 -0.04 -0.01 -0.37 0.10
H 4.03709 2.36572 -1.86822 0.51 0.55 0.20 0.11
H 2.61311 2.07294 -2.64098 -0.89 0.00 0.28 0.12
H 0.51939 4.34627 -0.56633 -0.41 -0.35 0.25 0.10
H 0.56486 4.32914 -2.24325 1.30 0.64 -0.55 0.08
H 0.40694 2.87275 -1.59711 0.31 -0.19 0.57 0.06
H 2.37353 1.55579 -0.30083 0.32 3.36 -1.81 0.03
H 3.74593 2.48230 0.32995 0.47 0.43 -0.43 0.12
H 2.03319 2.71794 0.92642 4.56 0.10 -1.05 0.02
H 2.56221 7.63823 -2.68374 0.32 -0.33 -0.20 0.08
H 1.70671 6.86249 -1.36545 0.26 0.46 0.46 0.07
H 1.62841 6.06977 -2.78033 0.46 0.10 -0.82 0.05
H 3.44627 5.21776 1.16967 0.21 -0.06 0.01 0.11
C -1.74602 -0.09706 3.07777 0.09 0.78 0.85 0.00
C -1.37722 -0.04554 1.58298 -0.80 -0.70 0.42 -0.35
C -1.76497 1.20400 0.78077 1.36 1.46 1.94 -0.07
C -0.81134 2.44345 1.11756 -1.43 -3.16 -0.37 -0.09
C 0.59446 2.01776 0.83659 -3.96 1.42 -0.01 -0.20
C 1.08792 0.71439 1.45061 -0.25 0.74 1.63 -0.31
N 0.02514 -0.34272 1.38708 3.16 6.84 6.45 -0.10
O 0.43736 -1.57116 1.91592 1.19 6.48 7.86 -0.10
C 2.30613 0.29240 0.65947 -0.27 -3.98 1.72 -0.10
C 1.53171 1.07687 2.90393 -0.21 -0.83 0.60 0.04
C -2.14396 -1.18214 0.95517 -3.19 2.77 0.63 -0.09
H -1.76044 0.93899 3.41614 0.58 -0.50 0.67 0.07
H -1.14893 -0.72507 3.73898 0.87 0.61 -0.48 0.09
H -2.71598 -0.51797 3.34257 -0.33 0.51 -0.77 0.06
H -1.77074 0.95470 -0.28032 0.45 -1.14 3.01 0.05
H -2.76047 1.60207 0.97734 -0.02 -0.82 -0.64 0.12
H -0.84900 2.68413 2.17999 -0.06 -0.56 -0.98 0.08
H -1.25335 3.29477 0.59990 0.72 0.31 -0.35 0.12
H 1.08418 2.88074 1.28774 -2.29 -0.36 1.02 0.10
H 0.85949 2.14929 -0.21249 -1.30 -1.05 0.86 0.08
H 3.04723 1.09101 0.62615 0.31 -3.00 2.20 0.02
H 2.73132 -0.65412 0.99326 -0.58 0.43 0.41 0.08
H 2.12934 0.09307 -0.39746 -0.79 -0.10 -0.20 0.10
H 2.19195 1.93853 3.00257 -0.10 0.27 -0.41 0.11
H 0.70139 1.18060 3.60244 -0.40 0.45 -0.34 0.09
H 2.09270 0.28152 3.39465 -1.01 1.07 -0.85 0.02
H -3.17846 -1.05420 1.27382 -0.35 0.02 0.03 0.12
H -1.76867 -2.08710 1.43299 -0.49 10.66 1.42 -0.04
H -2.09788 -1.39245 -0.11336 -0.81 0.57 2.34 0.05
H 0.48163 -2.18009 1.17508 -0.43 0.56 3.73 -0.09
C 6.59254 -1.82225 0.21653 -0.38 0.45 0.14 -0.02
C 5.07407 -1.39214 0.24954 -0.57 -2.55 0.05 -0.39
C 4.04998 -2.59473 -0.10839 1.33 -0.18 -0.14 -0.12
C 3.85820 -3.70756 0.96823 -0.21 1.18 0.09 -0.14
C 3.37437 -2.96413 2.21830 -0.47 0.39 -1.40 -0.15
C 4.36221 -1.92764 2.72643 0.03 0.20 0.20 -0.45
N 4.58419 -0.93221 1.59446 0.57 -1.36 -0.44 -0.14
O 5.24814 0.28994 1.93155 -0.17 -0.91 0.27 0.00
C 3.65010 -1.20579 3.92523 1.44 0.39 -0.47 -0.01
C 5.62514 -2.64037 3.23733 -0.11 1.63 0.51 -0.02
C 4.83418 -0.30731 -0.85174 -0.46 0.56 0.84 -0.03
H 6.97304 -2.75962 0.62232 -1.01 -0.52 0.06 0.06
H 7.15477 -1.12634 0.83919 0.04 0.59 -0.46 0.07
H 6.91761 -1.80612 -0.82374 0.21 0.26 0.04 0.08
H 3.10069 -2.16963 -0.43431 -0.11 0.33 0.83 0.07
H 4.32423 -3.06847 -1.05097 0.81 0.03 -0.04 0.11
H 4.75272 -4.31083 1.12318 0.14 0.14 -0.05 0.10
H 3.06571 -4.39889 0.68167 0.04 -0.04 -0.33 0.09
H 2.91960 -3.58609 2.98931 0.49 -0.08 0.24 0.13
H 2.56291 -2.35748 1.81631 -0.35 -0.17 0.38 0.08
H 3.42101 -1.87300 4.75616 -0.27 -0.34 -0.37 0.09
H 4.32929 -0.47612 4.36614 0.26 0.16 -0.06 0.09
H 2.79633 -0.60610 3.60973 0.94 -1.83 0.28 0.02
H 5.40567 -2.79830 4.29326 0.35 -0.82 -0.02 0.08
H 5.95893 -3.51622 2.68094 -0.17 0.11 0.21 0.07
H 6.39022 -1.86404 3.24501 0.46 -0.22 -0.06 0.08
H 3.82664 0.07771 -0.69455 0.67 0.11 -0.12 0.03
H 4.79448 -0.54671 -1.91438 0.48 -1.08 0.14 0.10
H 5.54000 0.52110 -0.79125 0.09 0.05 0.26 0.09
H 4.65025 0.83624 1.41610 0.14 0.91 0.29 0.05
C -0.88715 -5.94120 -1.88821 -1.34 -0.72 -1.51 -0.06
C -0.11195 -4.71561 -1.41196 -1.16 -0.58 -1.19 -0.40
C 1.01531 -4.54956 -2.52004 -0.99 0.61 0.96 -0.12
C 1.80054 -3.23359 -2.39487 -1.65 -0.59 0.40 -0.15
C 0.74944 -2.00996 -2.36252 0.60 -2.29 0.57 -0.05
C -0.53302 -2.16573 -1.42837 1.29 0.14 -0.07 -0.30
N -1.07095 -3.52922 -1.58132 2.93 -0.62 -3.66 -0.09
O -2.32399 -3.74816 -1.06461 1.79 2.09 -0.39 0.01
C -0.17669 -1.80944 0.04904 -1.26 -8.47 -11.57 -0.09
C -1.56136 -1.09369 -1.89435 0.14 -3.96 1.90 -0.12
C 0.23096 -5.13162 0.03371 2.21 1.34 -2.31 0.01
H -1.11917 -5.80550 -2.94454 -0.38 0.14 -0.11 0.09
H -1.82965 -6.17814 -1.39459 0.31 0.94 -0.11 0.04
H -0.45297 -6.94100 -1.88746 1.20 0.25 0.37 0.09
H 1.62107 -5.45559 -2.53576 0.34 0.09 0.23 0.12
H 0.46570 -4.55913 -3.46128 -0.10 0.09 -0.06 0.10
H 2.40986 -3.11536 -3.29090 0.26 0.16 0.12 0.11
H 2.44395 -3.39872 -1.53067 -0.27 0.61 -0.20 0.05
H 0.44575 -2.03592 -3.40904 -0.29 0.65 -0.08 0.10
H 1.34244 -1.13125 -2.10884 -0.37 0.37 -0.12 0.10
H 0.03149 -0.76291 0.27166 -0.27 -0.38 -2.84 0.00
H -1.01932 -2.21626 0.60810 3.85 -0.19 -2.37 0.04
H 0.69122 -2.35430 0.42045 2.07 -2.29 -7.67 0.11
H -1.18306 -0.07661 -1.99715 0.21 -4.03 2.21 0.00
H -2.15343 -1.34096 -2.77550 1.95 -0.91 1.49 0.06
H -2.36560 -1.02491 -1.16185 0.10 -0.17 -1.38 0.07
H 0.92562 -4.38279 0.41422 0.03 -0.25 0.68 0.07
H 0.70829 -6.11012 -0.01915 0.00 0.00 0.33 0.11
H -0.71461 -5.13921 0.57588 4.27 -0.24 -5.11 -0.01
H -2.02464 -3.70188 -0.15365 -1.63 -0.13 0.17 0.06
C -1.42271 4.51679 3.69806 -0.07 -0.26 -0.18 -0.08
O -1.94536 3.22650 3.31242 -2.07 2.51 2.39 -0.28
C -3.40594 3.28223 3.24590 0.85 -0.89 0.33 -0.15
C -3.81428 1.81152 3.03834 0.17 2.34 0.76 -0.25
N -5.23759 1.80210 2.67822 0.85 -1.10 -0.83 -0.03
C -5.64092 0.40719 2.34871 -1.21 0.50 1.57 -0.13
C -6.03859 -0.38705 3.66404 -0.37 -0.56 -1.51 -0.23
O -4.89231 -0.72245 4.32888 1.42 -1.44 0.60 -0.24
C -5.12015 -1.58036 5.45070 1.21 0.90 0.15 -0.08
H -1.47754 5.26674 2.90896 0.16 -0.28 -0.67 0.09
H -0.38490 4.38636 4.00471 -0.09 -0.02 -0.02 0.09
H -1.98880 5.01932 4.48235 -0.09 -0.56 0.53 0.08
H -3.70049 3.94872 2.43527 -0.10 -0.20 -0.35 0.13
H -3.86103 3.68041 4.15279 0.29 0.22 0.36 0.12
H -3.62383 1.23836 3.94571 -0.12 0.26 0.10 0.11
H -3.00827 1.55076 2.35244 -1.94 -0.61 0.12 0.05
H -5.65049 2.07674 3.55810 -0.72 0.01 -0.11 0.10
H -4.82858 -0.00814 1.75230 0.17 -0.54 0.69 0.09
H -6.46760 0.34108 1.64137 -0.42 0.52 0.22 0.10
H -6.60056 -1.29825 3.45905 0.01 -0.47 -0.89 0.11
H -6.70360 0.00286 4.43465 -0.47 1.62 -0.46 0.12
H -4.18128 -2.12122 5.56940 -0.10 -0.05 0.31 0.08
H -5.92189 -2.31697 5.39871 -0.25 0.21 -0.57 0.09
H -5.27229 -0.89641 6.28567 -0.20 -0.37 0.46 0.09
C -0.70036 -3.26784 3.01951 -1.76 -1.92 -0.05 0.02
C -2.03693 -3.48534 2.19716 -0.12 -3.30 2.54 -0.35
C -2.14210 -4.88904 1.61448 -1.64 -0.85 0.88 -0.11
O -3.06213 -5.00836 0.44657 -0.22 0.19 3.30 -0.23
C -3.58516 -6.23880 0.06254 -0.13 -0.83 2.08 -0.10
N -3.20241 -3.14909 3.05489 1.47 -0.96 -0.81 0.12
H -0.72839 -2.25858 3.43025 0.25 -0.98 0.00 0.06
H 0.12223 -3.39691 2.31609 -0.13 -0.52 0.86 0.07
H -0.61342 -4.00880 3.81419 -0.19 -0.13 0.11 0.09
H -1.89597 -2.77367 1.38367 -2.62 -10.30 0.18 -0.01
H -2.31528 -5.60828 2.41498 -0.77 -0.28 0.04 0.14
H -1.14777 -5.14747 1.25029 -3.85 0.03 5.29 0.02
H -4.45198 -6.13533 -0.59016 0.39 0.35 -0.26 0.10
H -3.95065 -6.67621 0.99164 -0.37 -0.68 0.03 0.09
H -2.82918 -6.92318 -0.32244 -0.26 -0.08 -0.19 0.07
H -3.16426 -2.21690 3.44175 -0.52 -0.11 -0.38 0.03
H -4.06652 -3.45232 2.62889 -0.13 0.58 0.05 0.09
```
Forces are in eV/Å.

Calculated values
- Highest occupied orbital energy: -6.4 eV
- Total energy: -85760.8108 eV
- Strongest force on any atom: 0.2799 hartree/bohr
- HOMO-LUMO gap: 6.882 eV